Density functional theory data (wB97M-V/def2-TZVPD) for a structure of composition C20H29N5O3S2 in a non-equilibrium geometry.

The geometry in XYZ format:
```
59
Properties=species:S:1:pos:R:3
C 2.601 -1.380 3.171
H 2.737 -0.610 2.416
H 3.536 -1.497 3.714
H 1.845 -1.055 3.879
C 2.241 -2.708 2.508
N 1.058 -2.597 1.655
C 0.750 -3.870 1.019
H -0.155 -3.741 0.419
C 1.892 -4.323 0.117
C 3.157 -4.480 0.948
C 3.434 -3.161 1.657
H 4.310 -3.257 2.300
H 3.641 -2.389 0.914
H 4.003 -4.754 0.316
H 3.015 -5.273 1.686
H 1.622 -5.265 -0.363
H 2.057 -3.576 -0.662
H 0.552 -4.656 1.770
C -0.113 -2.014 2.305
H -0.058 -2.074 3.397
H -1.004 -2.565 1.994
C -0.285 -0.551 1.866
N -0.093 -0.475 0.438
C -0.957 0.111 -0.406
O -1.934 0.726 -0.020
C -0.608 -0.075 -1.890
C 0.794 0.462 -2.208
C 0.833 1.986 -2.155
N -0.191 2.570 -3.002
S -0.830 4.016 -2.509
O -1.627 4.506 -3.598
O 0.257 4.819 -2.039
C -1.959 3.715 -1.140
C -3.303 3.832 -1.353
C -4.236 3.654 -0.313
C -3.835 3.374 0.964
C -2.459 3.249 1.217
N -1.868 2.960 2.375
S -0.284 2.893 2.135
N -0.252 3.229 0.565
C -1.502 3.412 0.148
H -4.536 3.240 1.772
H -5.287 3.749 -0.539
H -3.635 4.077 -2.350
C -1.066 1.661 -3.696
C -1.673 0.607 -2.770
H -2.397 1.086 -2.106
H -2.207 -0.129 -3.372
H -0.501 1.183 -4.504
H -1.845 2.276 -4.148
H 1.809 2.350 -2.496
H 0.690 2.336 -1.128
H 1.528 0.073 -1.501
H 1.084 0.124 -3.205
H -0.610 -1.157 -2.069
H 0.645 -1.085 0.111
H 0.445 0.094 2.365
H -1.289 -0.190 2.100
H 2.065 -3.463 3.301
```

The value obtained for the HOMO energy is -0.323 Eh. The calculation puts the total energy at -56474.49070 eV.

=====

Density functional theory data (wB97M-V/def2-TZVPD) for a structure of composition C20H29PtSi.

The geometry in XYZ format:
```
51
Properties=species:S:1:pos:R:3
Pt -0.040 -0.328 -0.401
C 1.561 2.492 -1.899
C 0.765 1.233 -2.040
C 1.435 -0.020 -2.221
C 2.927 -0.085 -2.146
C 0.681 -1.205 -2.515
C 1.397 -2.472 -2.869
C -0.749 -1.159 -2.491
C -1.543 -2.413 -2.681
C -1.427 0.095 -2.318
C -2.915 0.180 -2.461
C -0.667 1.272 -2.015
C -1.375 2.555 -1.713
H 2.471 2.435 -2.492
H 1.860 2.673 -0.863
H 0.994 3.356 -2.236
H 3.349 0.108 -3.139
H 3.276 -1.065 -1.830
H 3.331 0.665 -1.470
H 2.287 -2.247 -3.454
H 0.768 -3.132 -3.458
H 1.723 -3.019 -1.981
H -1.749 -2.558 -3.748
H -2.501 -2.365 -2.169
H -1.006 -3.290 -2.331
H -3.424 0.068 -1.500
H -3.289 -0.593 -3.126
H -3.202 1.145 -2.873
H -1.529 3.115 -2.643
H -0.795 3.189 -1.046
H -2.353 2.384 -1.272
C 1.492 0.705 2.428
Si -0.082 -0.232 2.128
C -1.689 0.659 2.394
C -0.070 -1.892 3.055
C -0.133 -3.137 2.498
C -0.127 -4.297 3.324
C -0.056 -4.203 4.742
C 0.006 -2.967 5.325
C 0.000 -1.823 4.500
H 1.545 0.910 3.507
H 1.501 1.670 1.921
H 2.384 0.139 2.160
H -1.765 0.870 3.470
H -2.558 0.062 2.118
H -1.721 1.618 1.876
H -0.191 -3.274 1.425
H -0.179 -5.281 2.872
H -0.054 -5.111 5.332
H 0.060 -2.855 6.400
H 0.049 -0.852 4.982
```

Its total charge is +3. Its expectation value of S² is 6.029. The value obtained for the HOMO energy (alpha / beta) is -0.683 / -0.727 Eh. Its multiplicity is 5. The calculation puts the total energy at -32303.87990 eV.

=====

Density functional theory data (wB97M-V/def2-TZVPD) for a structure of composition C20H30BiIN6O4 in a non-equilibrium geometry.

The geometry in XYZ format:
```
62
Properties=species:S:1:pos:R:3
C 0.576 0.209 -6.477
I -0.625 0.260 -4.544
H -0.102 -0.285 -7.190
H 1.511 -0.348 -6.366
H 0.729 1.242 -6.780
C -1.296 3.911 -0.121
C -2.418 3.486 -0.731
N -2.095 2.321 -1.410
C -0.771 2.022 -1.258
N -0.285 3.018 -0.457
H -1.133 4.752 0.528
H -3.411 3.901 -0.754
C 2.139 -3.961 -0.789
C 1.196 -2.111 -1.689
N 2.074 -2.577 -0.746
H 1.032 -5.354 -2.092
N 0.657 -3.243 -2.239
H 2.782 -4.536 -0.153
Bi 0.288 0.000 -1.652
C 2.494 1.175 -2.931
O 3.261 1.607 -3.659
C 1.267 -4.374 -1.725
C -0.330 -3.347 -3.293
H -1.200 -3.921 -2.939
H 0.113 -3.894 -4.142
H -0.638 -2.352 -3.648
C 2.882 -1.757 0.138
H 3.949 -2.004 0.029
H 2.587 -1.914 1.188
H 2.737 -0.693 -0.103
C 1.088 3.132 0.008
H 1.446 4.164 -0.134
H 1.732 2.446 -0.561
H 1.171 2.853 1.072
C -3.066 1.604 -2.215
H -2.598 0.732 -2.690
H -3.434 2.264 -3.019
H -3.923 1.295 -1.595
C -2.147 1.468 2.725
C -1.049 1.104 3.704
C -0.266 -0.199 3.331
C 0.762 -0.581 4.426
C 1.617 0.573 4.910
C -1.223 -1.401 3.160
O -1.642 -2.076 4.091
N -1.615 -1.711 1.855
C -1.121 -1.137 0.690
O -1.621 -1.427 -0.428
N -0.084 -0.288 0.827
C 0.485 0.054 2.018
O 1.587 0.626 1.979
H -1.734 1.522 1.708
H -2.568 2.450 2.979
H -2.968 0.741 2.748
H -0.311 1.918 3.745
H -1.436 1.004 4.733
H 0.253 -1.086 5.259
H 1.424 -1.330 3.957
H 1.058 1.347 5.458
H 2.412 0.171 5.543
H 2.081 0.997 4.010
H -2.280 -2.464 1.714
```

Its total charge is -2. The value obtained for the HOMO energy (alpha / beta) is 0.075 / 0.067 Eh. The calculation puts the total energy at -52291.51414 eV.

=====

Density functional theory data (wB97M-V/def2-TZVPD) for a structure of composition C20H30ClDyO2 in a non-equilibrium geometry.

The geometry in XYZ format:
```
54
Properties=species:S:1:pos:R:3
O -0.076 0.108 0.385
C 0.978 -0.230 -0.618
C 0.288 0.613 -1.679
H 0.957 -1.312 -0.769
H 1.951 0.139 -0.274
C -0.784 0.937 -0.632
H -0.076 0.008 -2.502
H 0.873 1.476 -2.006
C -2.141 0.309 -0.881
H -2.031 -0.766 -1.063
H -2.617 0.789 -1.743
H -2.792 0.437 -0.007
C -0.845 2.384 -0.180
H 0.161 2.764 0.033
H -1.456 2.489 0.729
H -1.304 2.985 -0.975
Dy 0.051 -0.131 2.635
C 0.853 1.643 4.429
C 1.862 0.633 4.326
C 2.456 0.740 3.023
H 2.171 -0.044 5.118
C 1.789 1.798 2.313
C 0.788 2.352 3.185
H 0.161 3.210 2.965
H 0.289 1.879 5.324
H 3.283 0.148 2.645
H 2.067 2.184 1.339
C -1.590 -0.270 4.669
C -2.033 0.904 3.978
C -2.544 0.511 2.707
H -2.045 1.919 4.368
C -2.423 -0.919 2.605
C -1.856 -1.400 3.833
H -1.704 -2.443 4.104
H -1.209 -0.311 5.687
H -3.024 1.166 1.985
H -2.806 -1.530 1.792
O 0.552 -0.989 -3.939
C 0.014 -0.141 -4.994
C 0.359 -0.690 -6.396
H 0.424 0.876 -4.885
H -1.075 -0.064 -4.871
C 1.401 -1.786 -6.118
H 0.756 0.091 -7.052
H -0.535 -1.113 -6.862
C 1.254 -2.066 -4.603
H 2.406 -1.412 -6.345
H 1.217 -2.673 -6.727
H 2.238 -2.199 -4.135
H 0.689 -3.004 -4.476
Cl 0.169 -2.982 1.637
C 1.199 -2.191 2.769
H 1.082 -2.641 3.759
H 2.226 -2.186 2.394
```

Its expectation value of S² is 9.340. The value obtained for the HOMO energy (alpha / beta) is -0.261 / -0.259 Eh. Its multiplicity is 6. The calculation puts the total energy at -61925.95215 eV.